Entry from OMol25: a cluster of 5 separate species, CH13N3O4 in total in a non-equilibrium geometry (ωB97M-V/def2-TZVPD).

```
21
Properties=species:S:1:pos:R:3:forces:R:3
N 1.593 0.556 -0.311 -0.659 0.370 -0.135
C 2.203 -0.278 -1.038 -0.263 0.747 -1.161
N 3.603 -0.229 -1.264 0.149 -0.846 1.598
N 1.496 -1.210 -1.827 0.470 -0.525 0.494
H 2.199 1.323 -0.042 0.355 -0.247 0.309
H 4.032 -1.141 -1.186 0.099 0.181 -0.430
H 3.976 0.332 -1.996 -0.148 0.209 -0.616
H 0.506 -1.054 -1.933 -0.208 0.325 0.564
H 1.662 -2.156 -1.507 0.097 -0.171 -0.427
O -0.802 -1.262 1.481 -0.452 -0.058 -0.667
H -0.999 -1.588 2.357 0.309 -0.083 0.311
H 0.142 -1.293 1.314 0.100 -0.008 0.218
O -0.967 1.467 2.021 -0.594 0.599 0.411
H -0.937 2.224 2.622 -0.062 -0.180 -0.244
H -0.063 1.300 1.778 0.650 -0.252 -0.287
O -3.685 0.319 1.229 0.463 -0.286 -0.086
H -2.793 -0.050 1.110 0.108 0.293 0.495
H -4.082 -0.008 0.424 -0.633 -0.115 -0.228
O -1.943 0.503 -1.153 -0.020 -0.132 -0.347
H -2.846 0.825 -1.218 -0.009 0.096 -0.070
H -1.576 1.009 -0.425 0.250 0.083 0.296
```
Positions in Å, forces in eV/Å.

Computed properties:
Electronic energy in hartree: -511.1080
HOMO in Ha: -0.357
Structure (SMILES): N=C(N)N.O.O.O.O
Charge: 0
HOMO-LUMO gap in eV: 10.208
Relative energy (zero: lowest compared OMol25 entry of this formula, charge and spin) in eV: 1.247
Spin multiplicity: 1

Entry from OMol25: a cluster of 5 separate species, CH13NO4 in total (ωB97M-V/def2-TZVPD).

```
19
Properties=species:S:1:pos:R:3:forces:R:3
C 3.096 1.830 -1.366 -0.263 0.148 0.266
N 3.355 0.888 -0.282 -0.680 0.005 0.140
H 2.297 2.517 -1.069 0.127 -0.003 0.014
H 2.707 1.289 -2.226 0.142 -0.051 -0.066
H 3.958 2.428 -1.654 0.136 0.002 -0.188
H 3.805 0.043 -0.585 0.201 -0.039 0.003
H 3.823 1.282 0.515 0.283 0.109 -0.060
O -0.863 -0.886 -2.600 0.005 0.044 -0.096
H -0.792 -1.779 -2.253 0.023 0.022 0.013
H -0.323 -0.348 -2.006 0.001 -0.038 0.192
O 0.496 0.190 -0.054 -0.240 0.241 -0.541
H 0.083 -0.334 0.633 0.242 0.163 0.279
H 1.302 0.635 0.263 0.009 -0.591 0.037
O -4.910 0.820 0.889 -0.105 0.030 -0.070
H -5.858 0.647 0.878 0.126 0.015 -0.006
H -4.710 1.161 0.010 0.002 -0.059 0.085
O -2.829 -3.676 3.586 0.417 0.430 0.048
H -1.934 -3.990 3.760 -0.136 -0.202 -0.006
H -2.702 -2.716 3.561 -0.290 -0.225 -0.044
```
Positions in Å, forces in eV/Å.

Computed properties:
Electronic energy in hartree: -401.5874
HOMO in Ha: -0.357
Structure (SMILES): CN.O.O.O.O
Charge: 0
HOMO-LUMO gap in eV: 10.174
Relative energy (zero: lowest compared OMol25 entry of this formula, charge and spin) in eV: 0.902
Spin multiplicity: 1

Entry from OMol25: a structure of composition CH13O6Pd (ωB97M-V/def2-TZVPD).

```
21
Properties=species:S:1:pos:R:3:forces:R:3
Pd -0.354 -2.902 1.301 -0.069 0.691 -0.074
C 0.868 0.153 0.712 0.459 0.030 0.546
O -0.050 -0.844 0.856 -0.519 -0.503 -0.048
H 0.846 0.461 -0.356 -0.063 0.150 0.128
H 0.501 1.045 1.259 -0.053 -0.061 -0.360
H 1.869 -0.111 1.056 0.003 -0.069 -0.216
O 0.114 2.258 -1.791 0.143 -0.650 0.167
H 0.807 1.699 -2.191 -0.126 0.364 -0.193
H -0.688 2.036 -2.276 0.058 0.179 -0.027
O -3.020 -0.851 1.642 0.373 -0.225 -0.025
H -3.797 -0.316 1.842 0.101 -0.037 -0.003
H -2.298 -0.241 1.460 -0.301 0.168 0.014
O -1.764 -1.450 -1.738 0.272 0.106 0.109
H -1.291 -0.900 -1.104 -0.185 0.077 -0.068
H -2.125 -0.822 -2.375 -0.073 -0.177 0.015
O 2.034 0.610 -3.253 -0.164 -0.208 0.088
H 2.669 -0.081 -3.034 0.012 0.108 -0.097
H 1.596 0.305 -4.058 0.129 0.067 0.047
O 1.226 -0.162 4.346 -0.035 -0.285 -0.289
H 0.733 0.352 3.700 0.101 0.138 0.160
H 2.124 -0.237 4.001 -0.062 0.137 0.126
```
Positions in Å, forces in eV/Å.

Computed properties:
Electronic energy in hartree: -624.7996
HOMO (spin up / spin down) in Ha: -0.532 / -0.531
Charge: +1
HOMO-LUMO gap (spin up / spin down) in eV: 8.976 / 6.907
Relative energy (zero: lowest compared OMol25 entry of this formula, charge and spin) in eV: 2.689
Spin multiplicity: 3
<S²>: 2.0060

Entry from OMol25: a structure of composition CH14N2O6Zn in a non-equilibrium geometry (ωB97M-V/def2-TZVPD).

```
24
Properties=species:S:1:pos:R:3:forces:R:3
Zn -0.130 0.084 0.897 0.640 0.555 -1.222
C 0.492 0.170 -2.231 1.129 -0.766 0.268
O 0.401 0.247 -1.022 -0.048 0.445 3.320
N -0.514 0.305 -3.007 -3.279 0.705 -2.398
N 1.625 -0.161 -2.793 1.659 -0.305 -0.646
H -0.438 0.006 -3.969 -0.418 0.298 0.063
H -1.376 0.688 -2.647 0.155 -0.266 -0.404
H 1.751 0.138 -3.749 0.775 -0.371 0.176
H 2.362 -0.350 -2.130 0.361 0.233 -0.776
O 1.236 -1.498 1.078 0.107 -0.269 0.073
H 1.850 -1.901 0.465 0.257 0.019 -0.451
H 1.215 -2.096 1.825 -0.043 -0.195 0.505
O -0.688 -0.273 2.779 -0.380 -0.066 0.803
H -0.330 0.074 3.595 0.429 0.301 0.334
H -1.515 -0.681 3.034 -0.420 -0.327 0.008
O 1.300 1.272 1.718 0.035 0.408 0.340
H 1.089 2.141 2.059 -0.173 0.521 0.021
H 2.251 1.206 1.800 0.458 -0.326 -0.150
O -1.504 -1.277 0.409 -0.773 -0.708 -0.178
H -1.202 -2.138 0.119 0.303 -0.399 -0.220
H -2.444 -1.387 0.550 -0.507 0.164 0.027
O -1.443 1.682 0.444 0.013 -0.050 0.594
H -2.060 1.909 1.140 -0.320 0.346 0.369
H -1.926 1.841 -0.367 0.043 0.054 -0.458
```
Positions in Å, forces in eV/Å.

Computed properties:
Electronic energy in hartree: -2386.3246
HOMO in Ha: -0.631
Charge: +2
HOMO-LUMO gap in eV: 10.575
Relative energy (zero: lowest compared OMol25 entry of this formula, charge and spin) in eV: 0.649
Spin multiplicity: 1

Entry from OMol25: a cluster of 5 separate species, CH14NO4 in total in a non-equilibrium geometry (ωB97M-V/def2-TZVPD).

```
20
Properties=species:S:1:pos:R:3:forces:R:3
C -1.690 0.325 -0.382 0.015 0.982 0.869
N -0.454 -0.095 0.338 0.232 -1.088 -0.708
H -1.567 0.218 -1.452 -0.079 -0.294 0.014
H -1.866 1.363 -0.124 0.039 0.221 -0.199
H -2.509 -0.220 0.069 -0.132 -0.350 -0.394
H -0.374 -1.099 0.174 0.354 -0.091 0.161
H 0.401 0.306 -0.042 0.022 0.186 -0.106
H -0.506 0.057 1.361 -0.449 0.317 0.225
H 1.377 -2.186 -5.772 0.015 0.004 0.195
H 2.437 -2.930 -4.953 -0.242 0.008 -0.099
O 1.620 -2.419 -4.866 0.397 -0.146 -0.135
H 0.752 2.864 4.354 -0.015 0.064 0.134
H -0.132 2.188 5.429 0.136 0.131 0.080
O 0.415 2.014 4.655 -0.141 -0.224 -0.202
H -0.564 1.003 3.506 -0.190 0.119 0.155
H -2.081 0.713 3.218 0.046 0.025 0.088
O -1.189 0.548 2.904 0.309 -0.116 -0.293
H 2.126 -0.142 -2.816 -0.098 0.165 0.453
H 1.995 -1.542 -3.183 -0.591 -0.303 0.308
O 1.809 -0.966 -2.418 0.372 0.388 -0.547
```
Positions in Å, forces in eV/Å.

Computed properties:
Electronic energy in hartree: -401.9883
HOMO in Ha: -0.520
Charge: +1
HOMO-LUMO gap in eV: 11.357
Relative energy (zero: lowest compared OMol25 entry of this formula, charge and spin) in eV: 0.698
Spin multiplicity: 1

Entry from OMol25: a cluster of 5 separate species, CH14NO4 in total in a non-equilibrium geometry (ωB97M-V/def2-TZVPD).

```
20
Properties=species:S:1:pos:R:3:forces:R:3
C -0.200 -2.704 -0.365 0.641 0.802 0.255
N 0.762 -1.514 -0.357 -0.166 -1.491 0.150
H -0.791 -2.504 -1.253 -0.545 -0.515 0.295
H -0.714 -2.738 0.598 -0.274 0.213 -0.485
H 0.420 -3.593 -0.474 -0.125 0.047 -0.192
H 1.237 -1.581 -1.251 0.415 0.491 0.028
H 0.357 -0.577 -0.279 -0.077 0.085 0.115
H 1.433 -1.646 0.398 0.083 0.370 -0.016
H 1.797 0.475 2.514 0.565 0.217 0.326
H 1.005 1.317 1.490 0.037 0.183 -0.055
O 0.958 0.558 2.075 -0.593 -0.568 -0.283
H -1.604 2.823 -2.810 -0.137 0.299 -0.096
H -0.767 4.031 -2.301 -0.152 0.179 -0.067
O -0.793 3.076 -2.363 0.215 -0.584 0.071
H 0.147 1.522 -1.634 0.014 0.157 0.350
H 1.506 1.816 -1.099 0.408 0.107 0.076
O 0.809 1.165 -1.010 -0.411 -0.064 -0.373
H -0.938 -0.733 2.618 0.429 0.274 -0.091
H -2.364 -1.149 2.525 -0.350 -0.153 -0.144
O -1.558 -1.133 2.003 0.021 -0.046 0.137
```
Positions in Å, forces in eV/Å.

Computed properties:
Electronic energy in hartree: -401.9858
HOMO in Ha: -0.542
Charge: +1
HOMO-LUMO gap in eV: 11.754
Relative energy (zero: lowest compared OMol25 entry of this formula, charge and spin) in eV: 0.765
Spin multiplicity: 1

> The highest charge belongs to which entry?

CH14N2O6Zn

> Look up the charge of the first one.

0